(1)
Density functional theory data (ωB97M-V/def2-TZVPD) for one molecule with the formula C2H6N2S at a distorted geometry.

Geometry as XYZ:
```
11
C2H6N2S (ωB97M-V/def2-TZVPD)
C 0.0646 1.5999 -0.0678
C -0.1316 0.1980 -0.1080
H -0.2755 2.1614 0.8699
H 1.1519 1.8335 -0.0584
H -0.4849 1.9587 -0.9253
H 0.6524 -1.7294 -0.0704
H 2.0211 -0.3369 1.1997
H 2.7712 -0.8147 -0.0775
N 0.8862 -0.7602 -0.3725
N 2.0890 -0.2398 0.1692
S -1.6413 -0.4287 0.0963
```

Net charge ... 0
LUMO energy ... 0.0151 Eh
Spin multiplicity ... 1
SMILES ... CC(=S)NN

---

(2)
Density functional theory data (ωB97M-V/def2-TZVPD) for one molecule with the formula C6H12 at a distorted geometry.

Geometry as XYZ:
```
18
C6H12 (ωB97M-V/def2-TZVPD)
C 1.6251 -0.4321 0.9344
C 1.1268 -0.4644 -0.4671
C -0.4454 1.5755 -0.1269
C -1.3944 0.5012 0.4428
C -1.3973 -0.5464 -0.6043
C -0.0549 -1.1427 -0.9455
H 0.8462 -0.6013 1.6902
H 2.1287 0.5184 1.1686
H 2.3831 -1.2174 1.0759
H 1.8131 -0.0605 -1.2102
H -0.9976 2.4943 -0.3190
H 0.4332 1.8267 0.4760
H -1.0906 0.1466 1.4485
H -2.4021 0.9108 0.5780
H -2.2861 -1.1584 -0.7704
H -0.1824 1.2020 -1.1309
H -0.1196 -2.0304 -0.2686
H 0.0144 -1.5220 -1.9716
```

Net charge ... 0
LUMO energy (spin up / spin down) ... 0.0278 / 0.0379 Eh
Spin multiplicity ... 1

---

(3)
Density functional theory data (ωB97M-V/def2-TZVPD) for one molecule with the formula C2H4N2S at a distorted geometry.

Geometry as XYZ:
```
9
C2H4N2S (ωB97M-V/def2-TZVPD)
C -0.6710 0.6441 2.6836
C 0.6170 -0.1063 -0.5436
N -0.0180 1.1445 3.4508
N -1.2362 -0.0825 1.2522
S -0.9942 0.8111 -0.1984
H 0.5574 0.0749 -1.6246
H 0.4361 -1.2447 -0.4021
H 1.4991 0.2902 0.0063
H -2.1823 -0.3661 1.3074
```

Net charge ... 0
LUMO energy ... 0.0016 Eh
Spin multiplicity ... 1
SMILES ... CSNC#N

---

(4)
Density functional theory data (ωB97M-V/def2-TZVPD) for one molecule with the formula C6H7BrN2 at a distorted geometry.

Geometry as XYZ:
```
16
C6H7BrN2 (ωB97M-V/def2-TZVPD)
C -0.1605 -1.7622 -0.9895
C -1.8318 -0.3578 -1.5367
C -0.9213 -0.6707 -0.5494
C 0.0010 -0.5405 2.1824
C 0.5028 0.7059 1.5414
C -0.7793 0.0665 1.1304
N -0.6281 -2.1689 -2.1668
N -1.5996 -1.3034 -2.4800
Br -2.3844 0.9684 1.5165
H 0.5814 -2.2165 -0.5439
H -2.6865 0.1767 -1.5484
H 0.4036 -1.6396 2.2095
H -0.4669 -0.4573 3.0907
H 0.3725 1.5794 2.2548
H 1.4102 0.8589 0.8762
H -2.1662 -1.4690 -3.3624
```

Net charge ... 0
LUMO energy ... 0.0300 Eh
Spin multiplicity ... 1
SMILES ... BrC1(c2cn[nH]c2)CC1

---

(5)
Density functional theory data (ωB97M-V/def2-TZVPD) for a 8-piece molecular cluster, C45H113N7O15 overall at a distorted geometry.

Geometry as XYZ:
```
180
C45H113N7O15 (ωB97M-V/def2-TZVPD)
C 1.8528 0.7305 2.6058
C 1.2659 1.2351 1.2861
C 2.2587 0.9192 0.1561
O -0.0054 0.6045 1.0153
H 1.2331 1.0454 3.4521
H 2.8327 1.1929 2.7773
H 2.0320 -0.3465 2.6195
H 1.1245 2.3113 1.3635
H 1.9098 1.3055 -0.8047
H 2.4747 -0.1421 0.0953
H 3.1771 1.4808 0.3768
H 0.1060 -0.3722 1.1746
C 1.9498 5.4623 -0.7724
O 0.7658 5.0371 -1.3663
C -0.2362 4.7087 -0.4163
C -1.4955 4.4258 -1.1957
N -2.2121 5.6515 -1.5284
C -3.4625 5.3290 -2.2709
C -3.2256 4.7357 -3.6710
O -2.0296 5.2397 -4.1551
C -1.6814 4.5936 -5.3698
H 2.3280 4.7791 0.0105
H 1.8968 6.4241 -0.2369
H 2.7133 5.4960 -1.5479
H -0.4128 5.5579 0.2607
H 0.0605 3.8561 0.2054
H -2.1649 3.7618 -0.6291
H -1.2041 3.8167 -2.0662
H -1.7025 6.0417 -2.3331
H -3.9747 6.2913 -2.3929
H -4.1682 4.7050 -1.7171
H -4.0847 4.9521 -4.3032
H -3.1344 3.6507 -3.5251
H -2.5168 4.6138 -6.0880
H -1.4629 3.5426 -5.1584
H -0.8602 5.1188 -5.8455
C -3.7476 -2.5626 3.2670
O -2.5840 -2.8126 2.4844
C -1.4884 -2.0100 2.8990
C -0.1984 -2.6392 2.4656
N 0.2466 -2.3198 1.1131
C -0.8029 -2.5239 0.1329
C -0.2802 -2.4735 -1.2945
O 0.5683 -3.5909 -1.5121
C 1.2208 -3.5907 -2.7655
H -3.8987 -1.4839 3.3733
H -3.6226 -2.9914 4.2707
H -4.5762 -3.0458 2.7603
H -1.4947 -1.9374 3.9918
H -1.5788 -1.0175 2.4377
H -0.2654 -3.7320 2.6050
H 0.6190 -2.3789 3.1445
H 1.0432 -2.9124 0.8855
H -1.6284 -1.8134 0.2045
H -1.2666 -3.5156 0.2570
H 0.2280 -1.5172 -1.4682
H -1.1599 -2.5964 -1.9413
H 2.0012 -4.3529 -2.7783
H 1.6452 -2.6140 -3.0280
H 0.5042 -3.8526 -3.5629
C -4.5984 1.3457 -8.3498
O -3.8099 0.9247 -7.2879
C -2.4646 1.3719 -7.3838
C -1.7837 0.8220 -6.1461
N -0.3679 1.1789 -6.0951
C 0.2910 0.6009 -4.9221
C -0.2760 0.9811 -3.5760
O -1.3919 0.1780 -3.2550
C -2.0705 0.5899 -2.1043
H -5.6209 0.9748 -8.3092
H -4.1490 1.0897 -9.3174
H -4.7192 2.4458 -8.3351
H -2.4245 2.4689 -7.4322
H -2.0133 0.9476 -8.2955
H -1.8615 -0.2777 -6.1660
H -2.3456 1.1629 -5.2796
H 0.0987 0.8568 -6.9295
H 1.3325 0.9306 -4.8955
H 0.2482 -0.5024 -4.9985
H -0.6195 2.0323 -3.6416
H 0.4542 0.9742 -2.7569
H -2.1463 1.6750 -1.9586
H -1.5000 0.2364 -1.2284
H -3.0675 0.1669 -2.0027
C 5.5977 3.0756 1.4682
O 4.2634 3.1399 1.9653
C 4.0359 4.2944 2.7282
C 2.7404 4.1465 3.4973
N 2.4826 5.2923 4.3520
C 1.4356 5.0005 5.3252
C 0.0556 4.6472 4.7529
O -0.0326 3.2850 4.4396
C -1.1441 2.9867 3.5963
H 5.6652 2.1039 0.9820
H 6.3065 3.1548 2.2972
H 5.7814 3.8611 0.7268
H 3.9877 5.1838 2.0781
H 4.8434 4.4640 3.4550
H 2.7670 3.2095 4.0613
H 1.9076 3.9616 2.7953
H 2.1943 6.1188 3.8439
H 1.2506 5.8705 5.9658
H 1.7814 4.2400 6.0291
H -0.1121 5.2419 3.8437
H -0.6646 4.9106 5.5406
H -0.9903 3.5260 2.6462
H -2.0905 3.3677 4.0070
H -1.1655 1.9158 3.4216
C 6.1096 -2.2559 0.6483
O 5.2330 -2.5259 -0.4132
C 3.9409 -2.8506 0.0587
C 3.7613 -4.3567 0.2097
N 2.3634 -4.6369 0.5607
C 2.1497 -6.0830 0.7451
C 1.9009 -6.9023 -0.5092
O 3.1292 -7.1451 -1.1596
C 2.9337 -7.9411 -2.2976
H 6.0823 -3.0459 1.4179
H 5.9138 -1.3174 1.1731
H 7.1318 -2.3064 0.2705
H 3.2860 -2.5824 -0.7890
H 3.6313 -2.2710 0.9300
H 4.3782 -4.6801 1.0588
H 4.0780 -4.8714 -0.6947
H 1.8347 -4.3253 -0.2707
H 1.3811 -6.2097 1.5098
H 3.0703 -6.4149 1.2370
H 1.2706 -6.2650 -1.1523
H 1.3700 -7.8405 -0.3068
H 3.8640 -8.1206 -2.8222
H 2.2128 -7.4833 -2.9886
H 2.4927 -8.8964 -1.9785
C -3.4741 1.0106 1.2483
O -4.4274 0.5384 0.3601
C -5.7325 0.9390 0.7227
C -6.7481 0.3981 -0.2540
N -6.6535 0.9059 -1.6185
C -6.9102 2.3424 -1.7803
C -6.9748 2.6484 -3.2474
O -5.6693 2.6285 -3.7616
C -5.6645 2.9089 -5.1295
H -3.5017 2.1038 1.3917
H -2.4582 0.8254 0.8984
H -3.6151 0.5613 2.2372
H -5.7541 2.0425 0.7271
H -5.9693 0.6421 1.7590
H -7.7393 0.6195 0.1556
H -6.6933 -0.6917 -0.3162
H -5.6834 0.8096 -1.9274
H -6.2234 2.9868 -1.2187
H -7.9017 2.5628 -1.3574
H -7.4430 3.6257 -3.4390
H -7.6322 1.9019 -3.7081
H -4.6642 2.7076 -5.5036
H -5.9417 3.9444 -5.3706
H -6.3694 2.2699 -5.6751
C 2.6620 -8.4563 5.7348
O 2.9855 -7.1879 5.2247
C 1.8344 -6.4134 4.8752
C 2.3043 -5.2996 3.9721
N 2.8701 -4.1988 4.7337
C 3.5074 -3.2479 3.8785
C 4.3733 -2.2386 4.5831
O 5.1559 -1.5420 3.6402
C 5.2867 -0.1771 3.9144
H 1.9491 -9.0331 5.1280
H 2.2592 -8.4159 6.7610
H 3.5723 -9.0609 5.7852
H 1.3762 -6.0634 5.8091
H 1.0680 -7.0281 4.3842
H 1.5080 -4.9113 3.3276
H 3.0660 -5.6747 3.2744
H 3.4437 -4.4849 5.5128
H 2.7438 -2.7247 3.2807
H 4.0527 -3.7421 3.0506
H 5.0221 -2.7508 5.3154
H 3.7423 -1.5801 5.1935
H 4.3658 0.3562 4.1842
H 5.6360 0.3105 2.9998
H 6.0190 0.0170 4.7089
```

Net charge ... 0
LUMO energy ... 0.0273 Eh
Spin multiplicity ... 1
SMILES ... COCCNCCOC.COCCNCCOC.COCCNCCOC.COCCNCCOC.COCCNCCOC.COCCNCCOC.COCCNCCOC.CC(C)O

---

(6)
Density functional theory data (ωB97M-V/def2-TZVPD) for one molecule with the formula C20H30N4O6S at a distorted geometry.

Geometry as XYZ:
```
61
C20H30N4O6S (ωB97M-V/def2-TZVPD)
C 4.2176 -0.1574 -0.1872
H 4.8560 0.5273 0.3646
H 4.6501 -1.1544 -0.1267
H 4.2186 0.1582 -1.2293
C 2.8102 -0.1476 0.4079
C 2.8547 -0.5250 1.8863
H 3.5159 0.1513 2.4213
H 1.8673 -0.4606 2.3377
H 3.2284 -1.5398 2.0077
H 2.4031 0.8641 0.3249
C 1.8865 -1.1198 -0.3344
N 1.5896 -0.6878 -1.6846
C 0.3397 -0.6220 -2.1762
O -0.6353 -0.9597 -1.5312
C 0.2308 -0.1071 -3.6255
C -1.2207 0.3049 -3.9162
H -1.8758 -0.3074 -3.2952
H -1.4704 0.1340 -4.9630
C -1.3981 1.7948 -3.5777
N -0.5440 2.1615 -2.4701
C -0.9277 1.9959 -1.1844
C -2.1443 1.3678 -0.8338
C -2.3613 0.8973 0.4343
C -1.3801 1.0337 1.4124
C -0.2746 1.8050 1.1646
C -0.0808 2.3569 -0.1023
N 0.9326 3.3500 -0.2266
O 0.7859 4.2120 -1.0785
O 1.8692 3.3160 0.5513
H 0.4432 2.0033 1.9458
S -1.5213 0.1914 2.9797
O -2.2931 0.9655 3.9053
O -0.1865 -0.1797 3.3738
N -2.4596 -1.1308 2.5412
C -1.7810 -2.1109 1.7128
H -1.1774 -1.5812 0.9758
C -0.9217 -3.0529 2.5607
H -0.5247 -3.8672 1.9524
O -1.6960 -3.6611 3.5746
C -2.2713 -2.6916 4.4246
H -2.8351 -3.2443 5.1780
C -3.1842 -1.7474 3.6383
H -3.5523 -0.9433 4.2745
H -4.0260 -2.3033 3.2130
H -1.4812 -2.1009 4.9112
H -0.0959 -2.4843 3.0091
H -2.5509 -2.6854 1.1875
H -3.2665 0.3662 0.6773
H -2.8934 1.1838 -1.5835
C 0.8557 2.1804 -2.8467
C 1.1312 1.1012 -3.9044
H 0.9148 1.4675 -4.9092
H 2.1910 0.8454 -3.8853
H 1.1380 3.1779 -3.2036
H 1.4666 1.9515 -1.9715
H -1.0988 2.4170 -4.4256
H -2.4363 2.0335 -3.3540
H 0.5129 -0.9436 -4.2735
H 2.3799 -0.4884 -2.2753
H 2.3468 -2.1148 -0.3599
H 0.9302 -1.1955 0.1868
```

Net charge ... 0
LUMO energy ... -0.0135 Eh
Spin multiplicity ... 1
SMILES ... CC(C)CNC(=O)C1CCN(c2ccc(S(=O)(=O)N3CCOCC3)cc2[N+](=O)[O-])CC1